# C43H84F21N3O17

11 unconnected molecules or ions with the total composition C43H84F21N3O17 at a distorted geometry (the ωB97M-V functional and the def2-TZVPD basis, the Open Molecules 2025 dataset).

Positions of all 168 atoms, in Å:
C 13.9541 14.7855 28.4290
N 14.4437 14.0834 27.2212
C 14.6891 12.6578 27.6535
C 13.3250 14.0125 26.0826
C 15.7823 14.7510 26.7096
C 16.7469 14.8905 27.8938
O 16.5312 16.1899 28.4882
H 13.6700 15.8146 28.2468
H 14.7860 14.7493 29.1549
H 13.1324 14.1608 28.8430
H 14.8615 12.1352 26.7190
H 13.8494 12.2337 28.2025
H 15.5391 12.6240 28.3138
H 12.3793 13.8303 26.5814
H 13.7252 13.2229 25.4513
H 13.3332 14.9735 25.5797
H 15.6051 15.7169 26.3234
H 16.1378 14.0501 25.9473
H 17.8116 14.7774 27.6241
H 16.6012 14.0346 28.5529
H 17.3967 16.5278 28.7533
C 7.3813 20.7876 20.6566
N 6.5761 19.8940 21.5307
C 5.4796 20.7009 22.0917
C 6.1012 18.8114 20.7524
C 7.4241 19.3221 22.6894
C 8.5431 20.2721 23.1991
O 8.1459 21.6256 23.4289
H 8.3063 20.3470 20.4152
H 7.5186 21.7905 21.1640
H 6.8329 20.8452 19.7403
H 5.9579 21.2770 22.8725
H 4.6825 20.0522 22.4632
H 5.0412 21.4286 21.4139
H 5.7227 19.0681 19.7936
H 5.2789 18.2590 21.2137
H 6.9231 18.1078 20.6291
H 7.9064 18.4123 22.2595
H 6.7232 19.0377 23.4807
H 9.4171 20.2511 22.5872
H 8.8755 19.7943 24.1546
H 7.7188 21.6587 24.3218
C 13.0159 13.3990 21.2753
N 12.7121 14.6691 20.4918
C 13.9773 14.9333 19.5717
C 11.4713 14.3348 19.5951
C 12.5020 15.8409 21.4683
C 11.8266 17.1125 20.8864
O 12.5545 17.5615 19.8135
H 13.4356 12.6528 20.5929
H 12.1195 12.8958 21.6728
H 13.7558 13.6154 22.0101
H 14.0375 14.2456 18.7127
H 14.8341 14.8181 20.2023
H 13.8857 15.9249 19.1571
H 11.6979 13.3879 19.0289
H 11.4688 15.0929 18.7794
H 10.6931 14.3188 20.3077
H 13.4746 16.0895 21.8048
H 11.8327 15.5578 22.2523
H 11.7728 17.7847 21.7400
H 10.7609 16.9681 20.6869
H 12.2079 18.4079 19.4890
C 14.6278 17.5125 15.7202
O 14.0343 17.3582 14.3733
O 15.2101 16.4929 16.2995
C 15.6132 18.6978 15.4006
F 16.2217 19.0196 16.5557
F 16.5557 18.5386 14.4525
F 14.8890 19.9150 15.0817
C 13.2981 16.1704 14.1748
C 11.8721 16.2320 14.6653
H 11.8925 16.6331 15.7038
H 11.2857 16.8925 14.0856
H 11.3221 15.2899 14.7100
H 13.9493 15.4720 14.6732
H 13.3475 15.9754 13.0615
H 13.8041 18.0531 16.3627
C 3.0876 14.5041 20.6575
O 2.6617 13.0331 20.8451
O 3.8365 15.0000 21.5655
C 3.7785 14.4269 19.2781
F 4.2912 13.2278 18.9216
F 2.9695 14.9178 18.2847
F 4.8889 15.2308 19.2458
C 3.4453 12.3054 21.7238
C 3.4750 10.8869 21.2460
H 3.9973 10.6448 20.3397
H 3.8595 10.1922 22.0542
H 2.4195 10.5471 21.0675
H 3.0549 12.2819 22.7654
H 4.4390 12.7454 21.8818
H 2.1277 14.9746 20.6686
C 9.8936 16.0070 24.4269
O 8.4409 15.6241 24.0767
O 10.5215 16.5296 23.4706
C 9.8027 16.7627 25.7634
F 9.3547 18.0251 25.9583
F 9.1843 16.0571 26.8004
F 11.1175 16.8533 26.2296
C 8.6078 14.6100 23.0927
C 7.2843 14.1780 22.4941
H 6.9248 14.6671 21.5885
H 7.3359 13.0932 22.3774
H 6.6059 14.3793 23.3150
H 9.0456 13.7484 23.6660
H 9.2858 14.8634 22.2833
H 10.2451 15.0126 24.8672
C 16.5682 12.7219 24.0035
O 16.4334 11.9617 22.8135
O 15.4661 13.1853 24.5177
C 17.1920 11.7503 24.9744
F 16.3469 10.7780 25.2871
F 18.3445 11.1342 24.4958
F 17.5297 12.3033 26.1844
C 17.1323 12.4772 21.6848
C 16.9973 11.4406 20.5019
H 17.2097 11.7397 19.4552
H 17.6420 10.5849 20.8689
H 15.9734 11.1249 20.4652
H 18.1606 12.6142 21.8519
H 16.7801 13.4984 21.4637
H 17.3403 13.5064 23.7498
C 3.0515 23.4019 20.3273
O 3.2838 22.0457 19.6410
O 3.2450 23.4267 21.5864
C 4.0164 24.3555 19.5888
F 4.1753 24.1766 18.2550
F 3.4359 25.5772 19.6019
F 5.2633 24.5724 20.0896
C 2.0941 21.4487 19.1849
C 1.3092 20.7587 20.3059
H 1.9261 20.1455 20.9920
H 0.8623 21.5838 20.8636
H 0.5614 20.1169 19.8876
H 2.2998 20.7483 18.3929
H 1.4254 22.2125 18.7810
H 1.9983 23.5892 19.9378
C 10.1027 10.6237 28.2932
O 9.1351 11.5407 28.6621
O 10.6533 10.4764 27.2152
C 10.6738 10.1482 29.7562
F 11.2976 9.1011 29.4815
F 11.5120 11.1128 30.2928
F 9.7332 9.9197 30.6065
C 8.5628 12.4644 27.7256
C 7.7316 11.7721 26.6634
H 8.2963 10.9517 26.1920
H 6.9479 11.2898 27.2447
H 7.1847 12.4504 25.9552
H 9.3770 13.1199 27.3568
H 7.9315 12.9454 28.4487
H 19.9469 -1.3491 25.6754
C 14.1643 3.8739 17.5809
O 13.5142 5.1369 18.0842
O 13.9741 2.7695 18.2200
C 13.8178 3.7530 16.1255
F 14.5146 2.6769 15.5260
F 12.5678 3.5308 15.7673
F 14.1785 4.8822 15.3968
C 13.7841 5.4295 19.4145
C 13.0589 6.6702 19.8965
H 13.2599 7.5919 19.3661
H 11.9578 6.5782 19.9261
H 13.4282 6.9590 20.9414
H 14.9757 5.6016 19.5380
H 13.4738 4.5289 19.9590
H 15.1791 4.3045 17.5688

Cartesian forces, eV/Å:
0.025 -0.789 0.839
-0.652 0.293 -0.508
0.090 0.297 -0.940
1.854 0.329 1.306
0.277 -2.028 1.739
0.198 0.292 -0.735
0.547 -0.560 0.296
-0.107 0.014 -0.206
-0.646 0.258 -0.196
0.285 0.783 -0.308
0.270 -0.416 0.163
-0.282 0.331 -0.281
0.297 -0.145 -0.012
-0.016 -0.136 0.014
-0.468 0.133 -0.345
-0.104 0.028 -0.051
-0.729 0.924 -0.534
-0.324 0.411 -0.033
-0.510 0.215 -0.505
-0.082 0.424 0.601
-0.331 -0.031 0.015
-0.425 1.607 0.829
1.113 1.231 1.131
-0.677 0.692 0.833
-0.718 -3.104 -0.612
0.612 0.099 -0.791
-0.894 -0.924 1.646
-0.414 -0.375 1.122
1.247 -0.655 -0.006
-0.176 -1.294 -0.748
-0.398 0.599 -0.448
-0.401 0.109 0.277
0.288 0.053 0.065
-0.029 -0.210 -0.534
-0.178 0.773 -0.775
0.243 0.074 0.433
-0.147 -0.085 -0.313
-0.266 0.591 0.743
0.146 0.011 -0.238
0.354 0.236 -0.766
-0.182 0.288 -0.652
0.579 0.060 -1.191
-0.481 -0.325 -0.997
0.515 -1.134 -1.514
-1.603 -0.178 0.108
3.194 0.637 -1.114
-1.294 0.275 -1.983
-0.369 -1.334 1.424
0.461 1.110 -1.307
0.080 0.358 -0.124
0.164 0.844 0.151
0.390 0.134 0.839
-0.364 -0.066 0.629
0.478 0.047 0.331
0.069 0.275 0.094
-0.391 0.651 1.159
-0.587 -0.129 0.981
-1.373 -0.144 0.095
0.960 0.146 0.508
-0.215 -0.542 0.757
0.418 0.277 0.223
-0.029 -0.503 -0.396
0.213 -0.423 0.087
0.015 0.272 0.627
-0.487 0.484 -0.150
-0.843 0.673 -0.887
-1.264 1.421 0.557
0.537 0.129 -0.189
-0.622 0.075 0.494
1.121 -1.712 -0.028
1.189 0.039 -1.221
0.364 -0.147 1.749
-0.096 -0.216 -0.528
-0.588 0.916 -0.727
0.359 -0.244 -0.146
-0.405 -1.208 0.293
-0.163 0.075 1.049
0.809 -0.594 -0.691
0.589 -1.026 1.429
-0.450 0.653 0.021
0.837 0.072 0.504
1.087 0.986 -0.514
-0.757 0.192 -0.251
0.278 -0.717 0.023
-0.444 0.124 -0.105
0.504 0.057 0.697
-0.996 -2.064 1.189
0.505 0.387 -0.493
-0.194 0.704 -0.745
0.719 0.320 0.163
-0.317 0.171 -0.320
0.010 -0.025 -0.445
-1.267 0.364 -1.127
-2.311 -1.472 0.628
1.406 0.587 -0.395
0.943 0.993 -0.552
1.025 0.375 3.250
-0.389 -0.213 -1.216
0.199 0.156 -1.386
-0.446 -0.171 -0.488
-0.228 -0.895 0.489
0.063 -0.238 1.096
0.166 0.049 0.136
-0.274 0.071 -0.381
-0.784 -0.126 -0.202
-0.105 0.265 -0.667
0.465 0.465 0.111
0.218 0.284 -0.415
0.798 0.936 -0.414
-0.006 -0.376 -1.258
-0.769 0.126 -0.250
1.482 -1.458 0.223
-0.271 -0.543 0.001
-0.905 0.793 0.598
0.302 0.252 -0.373
-1.414 -0.270 -1.439
0.645 0.010 1.429
0.501 0.249 0.912
-0.831 0.694 -0.952
-0.598 -0.456 0.185
1.618 -0.048 0.693
-0.379 -0.230 -0.242
-0.046 -0.178 0.361
-0.071 -1.141 0.064
0.157 -0.063 -0.057
-0.023 -0.192 0.243
-0.016 1.507 -1.080
0.337 -0.949 -0.202
-0.416 0.917 0.675
-0.544 -0.878 0.062
0.085 -0.103 0.856
0.773 0.541 0.411
-0.108 0.440 -0.464
-0.183 -0.374 0.390
-0.702 -0.324 -0.227
0.433 -0.279 -0.411
-0.058 0.110 -0.340
0.639 0.600 0.169
0.559 3.174 0.528
1.548 -2.434 -0.712
-1.512 -0.147 2.519
-0.972 3.411 -3.040
2.873 -3.618 0.179
-0.620 -0.879 -0.579
-1.304 -0.196 1.473
0.486 0.300 -0.453
-0.576 -0.248 0.165
-0.192 0.688 -0.278
-0.291 -0.266 -0.127
1.024 -0.508 0.513
-0.578 -0.248 0.061
-0.404 1.108 -0.326
0.086 -0.092 0.096
0.732 -0.302 1.614
-1.304 0.508 -1.051
-0.344 0.451 0.163
0.751 0.055 -2.488
-0.351 1.476 0.828
-1.043 -0.138 0.403
0.145 -0.734 0.349
2.099 -0.433 -0.233
0.000 0.657 1.702
0.259 -0.029 -0.772
0.473 -0.253 0.020
-0.608 -0.766 -1.063
-2.262 -0.440 0.002
0.395 0.286 0.587
1.018 -0.361 -0.158

Values from the calculation:
gap between HOMO and LUMO	0.860	eV
M	1314.1	g mol⁻¹
HOMO energy	3.15	eV
charge	-4
largest force on an atom	0.091	Eh/bohr
LUMO level	4.01	eV